Density functional theory data (the ωB97M-V functional and the def2-TZVPD basis) for a molecular structure, C38H49BrCl5InOP2Sb.

Each line ends with the Mulliken charge.
Atoms and positions in Å:
In 0.451 -0.315 0.827  -0.61
Br 1.863 1.824 2.651  0.09
C 0.619 1.517 4.049  0.79
C 0.698 2.355 5.117  -0.52
C -0.118 2.123 6.245  -0.91
C -0.939 1.041 6.267  -0.85
C -1.030 0.167 5.153  0.89
C -1.870 -0.969 5.230  -1.05
C -1.982 -1.816 4.174  -1.86
C -1.296 -1.523 2.975  0.43
C -0.472 -0.436 2.822  0.43
C -0.277 0.412 3.965  -0.23
H 1.398 3.180 5.110  0.51
H -0.056 2.791 7.094  0.42
H -1.536 0.823 7.145  0.41
H -2.412 -1.154 6.150  0.42
H -2.604 -2.702 4.244  0.47
H -1.445 -2.196 2.142  0.29
C -2.642 0.042 -1.549  -0.42
P -2.098 -1.118 -0.251  1.71
C -3.607 -1.262 0.770  -1.57
C -2.073 -2.749 -1.097  -0.34
C -3.112 -3.094 -1.960  -0.65
C -3.122 -4.317 -2.615  -0.86
C -2.084 -5.215 -2.410  -1.01
C -1.051 -4.890 -1.543  -0.87
C -1.028 -3.669 -0.872  -0.02
P 0.293 -3.277 0.347  2.46
C -0.053 -4.575 1.599  -1.59
C 1.847 -3.923 -0.388  -0.63
H -1.886 0.069 -2.332  -0.33
H -2.715 1.036 -1.110  -0.13
H -3.610 -0.219 -1.975  0.64
H -4.486 -1.315 0.126  0.50
H -3.691 -0.402 1.436  0.43
H -3.558 -2.162 1.380  0.43
H -3.934 -2.405 -2.128  0.28
H -3.938 -4.568 -3.282  0.44
H -2.085 -6.174 -2.914  0.44
H -0.263 -5.616 -1.376  0.39
H 0.090 -5.565 1.163  0.44
H -1.078 -4.495 1.960  0.44
H 0.626 -4.452 2.445  0.44
H 1.667 -4.675 -1.156  0.56
H 2.439 -4.373 0.410  0.55
H 2.419 -3.103 -0.819  -0.59
Cl 2.667 0.719 -1.962  -0.28
C 3.386 -0.207 -0.671  1.33
C 2.620 -0.654 0.407  -1.82
C 3.316 -1.405 1.367  1.40
Cl 2.488 -2.026 2.769  -0.08
C 4.677 -1.701 1.263  -0.06
Cl 5.472 -2.641 2.459  -0.17
C 5.399 -1.230 0.172  0.35
Cl 7.071 -1.575 0.029  -0.18
C 4.752 -0.475 -0.799  -0.31
Cl 5.645 0.111 -2.148  -0.17
C -1.237 3.502 2.053  -1.34
C -1.354 3.716 0.541  0.59
C -2.801 3.530 0.092  -1.60
Sb 0.101 2.484 -0.508  0.29
C -0.702 2.767 -2.509  1.10
C -0.918 4.226 -2.916  -1.67
C 0.078 2.006 -3.582  -1.61
C 1.709 3.912 -0.157  0.81
C 3.135 3.359 -0.166  -1.46
C 1.619 5.141 -1.055  -1.59
H -1.970 4.121 2.581  0.50
H -0.251 3.766 2.436  0.30
H -1.430 2.460 2.328  0.13
H -1.032 4.735 0.308  0.47
H -3.190 2.559 0.411  0.17
H -2.942 3.618 -0.986  0.36
H -3.433 4.285 0.569  0.52
H -1.677 2.293 -2.389  0.06
H 0.008 4.678 -3.270  0.37
H -1.309 4.851 -2.111  0.37
H -1.636 4.269 -3.742  0.43
H 1.079 2.426 -3.721  0.38
H -0.440 2.083 -4.545  0.45
H 0.183 0.948 -3.338  0.05
H 1.445 4.199 0.864  0.36
H 3.515 3.261 -1.182  0.45
H 3.237 2.387 0.318  -0.05
H 3.790 4.058 0.364  0.45
H 1.825 4.887 -2.096  0.27
H 2.378 5.866 -0.744  0.48
H 0.650 5.639 -1.004  0.29
C -0.406 -1.699 -4.326  -1.37
C 0.682 -1.773 -3.294  0.78
C 2.000 -2.329 -3.757  -1.45
O 0.516 -1.387 -2.150  0.52
H -0.031 -1.196 -5.222  0.40
H -1.285 -1.188 -3.947  0.13
H -0.681 -2.716 -4.622  0.43
H 1.871 -3.017 -4.591  0.48
H 2.536 -2.811 -2.940  0.19
H 2.612 -1.490 -4.101  0.30

E_HOMO in eV: -10.43
Net charge: +1
Kohn-Sham gap in eV: 8.31
Energy relative to the best compared isomer or geometry (same formula, charge and spin) in kJ/mol: 25.0


Density functional theory data (the ωB97M-V functional and the def2-TZVPD basis) for a molecular structure, C33H33Br2N2O4Y.

Each line ends with the Mulliken charge.
Atoms and positions in Å:
Y 1.366 1.726 -1.654  1.52
C -0.916 5.453 -1.471  -1.89
C -0.336 4.647 -0.323  0.95
C -1.128 3.743 0.411  0.72
C -2.568 3.482 0.012  -2.53
C -0.582 3.099 1.534  0.99
C -1.486 2.440 2.556  -2.10
C 0.803 3.132 1.751  1.18
C 1.419 2.220 2.792  -2.56
C 1.604 4.034 1.021  0.52
C 3.086 4.184 1.316  -2.14
C 1.009 4.863 0.048  1.38
C 1.811 5.950 -0.646  -1.87
H -1.028 6.500 -1.181  0.40
H -1.896 5.101 -1.776  0.40
H -0.260 5.440 -2.345  0.33
H -3.213 4.332 0.246  0.45
H -2.971 2.609 0.518  0.29
H -2.647 3.302 -1.060  0.54
H -2.470 2.903 2.555  0.50
H -1.074 2.564 3.555  0.56
H -1.618 1.370 2.391  0.34
H 2.316 1.740 2.405  0.47
H 0.734 1.429 3.085  0.40
H 1.702 2.773 3.691  0.49
H 3.273 5.121 1.846  0.44
H 3.682 4.212 0.401  0.39
H 3.466 3.385 1.945  0.40
H 1.196 6.830 -0.823  0.43
H 2.182 5.628 -1.625  0.27
H 2.671 6.259 -0.058  0.45
C 5.280 0.096 -0.997  -0.99
O 3.898 -0.038 -1.386  -0.11
C 3.321 -1.247 -1.314  0.49
C 3.850 -2.377 -0.836  -0.36
C 3.220 -3.661 -0.907  -0.45
Br 4.354 -5.113 -0.519  -0.13
C 1.907 -3.985 -1.214  -0.29
C 0.821 -3.144 -1.388  -0.40
C 0.946 -1.662 -1.258  1.46
O -0.059 -0.916 -1.851  -0.53
C -0.526 -3.640 -1.529  -0.39
N -1.562 -2.827 -1.648  -0.20
C -2.698 -3.613 -1.604  0.25
C -4.049 -3.257 -1.633  -0.69
C -4.972 -4.272 -1.522  -0.69
C -4.575 -5.616 -1.391  -0.48
C -3.247 -5.981 -1.360  -1.11
C -2.317 -4.950 -1.469  0.77
N -0.931 -4.933 -1.433  -0.04
H 5.904 -0.568 -1.592  0.41
H 5.396 -0.114 0.065  0.39
H 5.551 1.125 -1.204  0.25
H 4.860 -2.343 -0.456  0.64
H 1.708 -5.047 -1.274  0.57
H -0.922 -1.522 -1.883  0.55
H -4.345 -2.219 -1.726  0.46
H -6.030 -4.043 -1.529  0.42
H -5.337 -6.382 -1.317  0.43
H -2.948 -7.016 -1.245  0.43
H -0.348 -5.749 -1.367  0.21
Br -4.251 -3.092 2.847  -0.10
C -2.625 -2.455 2.160  -0.37
C -1.531 -3.308 2.094  -0.62
C -0.361 -2.871 1.499  -0.08
C -0.277 -1.571 1.007  -0.04
C -1.353 -0.701 1.152  -0.85
C -2.537 -1.145 1.714  -0.34
C 0.847 -1.087 0.187  0.30
O 1.479 -0.063 0.416  -0.68
O 2.103 -1.138 -1.897  -0.43
H -1.601 -4.312 2.491  0.52
H 0.492 -3.537 1.439  0.64
H -1.271 0.309 0.766  0.83
H -3.392 -0.486 1.796  0.64

E_HOMO (alpha / beta) in eV: -13.18 / -12.22
Net charge: +2
Kohn-Sham gap (alpha / beta) in eV: 5.86 / 4.95
Energy relative to the best compared isomer or geometry (same formula, charge and spin) in kJ/mol: 573.8


Density functional theory data (the ωB97M-V functional and the def2-TZVPD basis) for a molecular structure, C8H13GaN.

Each line ends with the Mulliken charge.
Atoms and positions in Å:
C -0.580 1.659 -1.631  -0.61
C -1.076 2.296 -0.456  -0.58
C -2.159 1.512 0.046  -0.54
C -2.331 0.391 -0.821  -0.61
C -1.341 0.473 -1.848  -0.53
Ga 1.469 -1.290 -0.150  0.57
N 0.870 -2.675 -1.787  -0.58
C 2.423 0.034 1.066  -0.48
C 1.507 0.479 2.038  -0.94
H -2.748 1.729 0.940  0.35
H -0.694 3.219 -0.016  0.42
H -3.070 -0.395 -0.713  0.42
H -1.186 -0.251 -2.640  0.44
H 0.238 2.017 -2.257  0.42
H 0.753 1.223 1.779  0.35
H 3.305 -0.568 1.378  0.34
H 1.738 -2.681 -2.330  0.15
H 1.591 0.176 3.079  0.28
H 2.636 0.723 0.217  0.24
C -0.138 -1.917 0.859  -1.08
H 0.302 -2.549 1.646  0.39
H -0.843 -2.509 0.254  0.27
H -0.667 -1.095 1.346  0.30

E_HOMO (alpha / beta) in eV: -2.72 / -2.71
Net charge: -1
Kohn-Sham gap (alpha / beta) in eV: 5.06 / 5.15
Energy relative to the best compared isomer or geometry (same formula, charge and spin) in kJ/mol: 634.7


Density functional theory data (the ωB97M-V functional and the def2-TZVPD basis) for 2 unconnected molecules or ions with the total composition C5H12O.

Each line ends with the Mulliken charge.
Atoms and positions in Å:
C 1.735 1.562 -1.348  -1.13
C 1.312 0.251 -0.738  -0.52
C 0.157 0.058 -0.087  -0.19
C 0.040 -1.322 0.543  -0.39
C -1.362 -2.016 0.164  -0.98
H 2.705 1.451 -1.841  0.34
H 1.976 2.222 -0.504  0.26
H 1.026 2.080 -1.980  0.30
H 2.029 -0.557 -0.746  0.28
H -0.795 0.540 -0.190  0.44
H 0.742 -2.088 0.227  0.32
H 0.018 -1.216 1.628  0.31
H -1.682 -2.452 1.118  0.26
H -1.179 -2.898 -0.438  0.30
H -2.043 -1.270 -0.228  0.33
O -1.753 2.134 1.247  -0.63
H -1.691 1.185 1.151  0.37
H -1.234 2.334 2.022  0.31

E_HOMO in eV: -9.13
Net charge: 0
SMILES string: C/C=C/CC.O
Kohn-Sham gap in eV: 10.09
Energy relative to the best compared isomer or geometry (same formula, charge and spin) in kJ/mol: 169.8


Density functional theory data (the ωB97M-V functional and the def2-TZVPD basis) for a single C26H36N6OS molecule.

Each line ends with the Mulliken charge.
Atoms and positions in Å:
C -0.615 5.098 4.458  -1.47
C -1.239 4.468 3.252  0.96
C -0.976 3.144 2.925  -0.92
C -1.535 2.564 1.802  0.59
C -2.373 3.294 0.968  -0.15
C -3.006 2.664 -0.251  -1.93
C -2.072 1.704 -0.931  0.03
C -0.961 2.193 -1.666  1.73
C -0.724 3.659 -1.819  -1.19
N -0.075 1.408 -2.239  -0.66
C -0.236 0.106 -2.118  0.09
N 0.528 -0.888 -2.538  -0.64
C -0.096 -1.981 -2.079  0.34
S 0.544 -3.579 -2.216  -0.21
C -0.658 -4.441 -1.148  -0.73
C -0.977 -3.717 0.161  0.51
O -2.094 -3.760 0.633  -0.70
N 0.080 -3.142 0.761  0.13
C -0.094 -2.202 1.843  0.09
C 1.145 -2.126 2.737  -1.19
C 2.474 -2.162 1.960  -0.77
N 2.401 -1.551 0.641  1.00
C 3.502 -2.026 -0.193  -1.06
C 3.653 -1.314 -1.536  -0.22
C 4.563 -0.089 -1.469  -1.00
C 3.941 1.101 -0.745  -0.54
C 3.466 0.771 0.667  -1.18
C 2.207 -0.108 0.666  -0.56
N -1.222 -1.756 -1.414  -1.39
N -1.321 -0.429 -1.418  0.83
C -2.238 0.338 -0.805  1.04
C -3.310 -0.366 -0.043  -1.47
C -2.636 4.619 1.292  -0.29
C -2.078 5.196 2.419  -0.83
H -0.496 4.371 5.258  0.37
H 0.374 5.485 4.207  0.28
H -1.219 5.927 4.821  0.39
H -0.326 2.558 3.559  0.41
H -1.313 1.531 1.572  0.24
H -3.915 2.142 0.052  0.54
H -3.298 3.451 -0.949  0.38
H 0.200 3.809 -2.369  0.40
H -0.653 4.137 -0.843  0.33
H -1.544 4.122 -2.366  0.33
H -1.588 -4.581 -1.699  0.39
H -0.214 -5.414 -0.937  0.43
H 0.930 -2.977 0.232  0.02
H -0.968 -2.515 2.419  0.55
H -0.303 -1.208 1.423  -0.39
H 1.147 -2.967 3.432  0.37
H 1.073 -1.214 3.333  0.43
H 2.748 -3.209 1.806  0.53
H 3.263 -1.709 2.586  0.28
H 4.463 -1.968 0.348  0.43
H 3.306 -3.088 -0.381  0.59
H 2.677 -1.041 -1.935  -0.06
H 4.098 -2.027 -2.233  0.33
H 4.810 0.219 -2.487  0.40
H 5.499 -0.367 -0.973  0.34
H 4.680 1.906 -0.696  0.46
H 3.089 1.465 -1.324  0.19
H 3.226 1.706 1.179  0.41
H 4.263 0.283 1.233  0.29
H 1.604 0.166 -0.207  -0.34
H 1.616 0.121 1.555  0.69
H -4.261 -0.293 -0.571  0.39
H -3.433 0.067 0.948  0.38
H -3.050 -1.419 0.054  0.21
H -3.285 5.205 0.658  0.37
H -2.298 6.228 2.652  0.37

E_HOMO in eV: -8.36
Net charge: 0
SMILES string: Cc1ccc(Cc2c(C)nc3nc(SCC(=O)NCCCN4CCCCCC4)nn3c2C)cc1
Kohn-Sham gap in eV: 8.83
Energy relative to the best compared isomer or geometry (same formula, charge and spin) in kJ/mol: 23.3


Density functional theory data (the ωB97M-V functional and the def2-TZVPD basis) for a molecular structure, C3H4NdO3.

Each line ends with the Mulliken spin population.
Atoms and positions in Å:
O -0.027 -1.635 -1.486  -0.05
C 0.791 -2.041 -0.536  0.01
O 1.591 -2.973 -0.665  -0.01
C -1.429 2.519 1.103  0.00
C -0.838 1.792 2.079  0.00
O 0.736 -1.268 0.538  -0.04
Nd -1.124 -0.080 -0.190  3.10
H -2.518 2.613 1.056  0.00
H -0.837 3.139 0.424  0.00
H 0.231 1.685 2.281  0.00
H -1.467 1.330 2.845  0.00

Spin multiplicity: 4
E_HOMO (alpha / beta) in eV: -12.74 / -12.79
Net charge: +1
Kohn-Sham gap (alpha / beta) in eV: 5.93 / 6.66
Energy relative to the best compared isomer or geometry (same formula, charge and spin) in kJ/mol: 0.0